# 1
19
Properties=species:S:1:pos:R:3:forces:R:3 method="wB97M-V/def2-TZVPD" e_tot_ha=-783.05375 spin_multiplicity=3 de_lowest_kj_mol=111.2 s_squared=2.01
C 0.511 -0.657 -0.553 -0.43 0.92 1.43
C 0.337 0.530 -0.467 -0.22 0.68 -0.88
C 1.848 -2.566 0.455 -1.06 -1.27 1.73
C 0.023 2.814 0.670 1.20 -1.69 -1.38
C 0.720 -2.075 -0.453 1.00 -0.29 -0.54
C -0.130 1.921 -0.615 -0.84 1.06 -0.55
O -2.604 -0.225 0.975 1.37 -0.87 2.19
O -4.174 -0.153 -0.971 -0.83 0.02 -0.97
S -3.201 0.534 -0.091 -0.65 0.75 -1.16
H 1.468 -3.546 0.751 0.03 -0.12 0.52
H 2.104 -2.076 1.399 -0.53 0.51 -0.33
H 2.756 -2.889 0.050 1.50 0.35 -1.43
H 0.963 2.424 1.059 0.25 0.87 0.31
H -0.671 2.731 1.460 -1.23 -0.67 0.62
H 0.030 3.838 0.391 0.46 0.93 -0.20
H -0.156 -2.689 -0.154 0.15 0.92 -0.76
H 1.073 -2.251 -1.472 -0.49 -1.07 -0.13
H 0.300 2.520 -1.499 -0.10 -1.27 1.28
H -1.195 1.815 -0.933 0.43 0.25 0.27



# 2
21
Properties=species:S:1:pos:R:3:forces:R:3 method="wB97M-V/def2-TZVPD" e_tot_ha=-1761.38942 spin_multiplicity=7 charge=+1 de_lowest_kj_mol=0.0 s_squared=12.01
O 0.779 0.901 -0.112 -0.86 -0.88 0.73
C -0.529 0.817 -0.220 1.37 4.22 -0.91
O -1.116 0.267 -1.164 -0.37 -1.05 0.14
O -1.063 1.805 0.470 0.57 -1.51 0.30
C -2.485 1.854 0.588 -0.95 -0.04 0.03
H -2.937 2.252 -0.328 0.19 -0.09 0.21
H -2.874 0.849 0.794 -0.01 0.30 -0.01
H -2.687 2.518 1.433 0.05 -0.19 -0.26
C 1.601 0.070 -0.955 0.10 -0.17 -0.67
H 1.317 -0.981 -0.797 0.14 0.12 0.03
H 1.391 0.332 -2.002 0.01 -0.01 0.25
C 3.042 0.331 -0.598 0.25 -0.12 0.16
H 3.265 1.406 -0.616 -0.12 -0.31 -0.03
H 3.278 -0.066 0.398 -0.04 0.16 -0.26
H 3.686 -0.170 -1.332 -0.15 0.12 0.20
Fe -1.371 -1.613 -1.656 -0.33 -0.51 1.33
O -1.443 -2.055 0.121 0.14 -0.40 -2.06
C -0.624 -2.132 1.232 0.46 0.25 1.62
H -0.738 -1.169 1.767 0.15 -0.32 0.08
H -0.947 -2.930 1.931 -0.07 0.36 -0.48
H 0.456 -2.286 1.045 -0.52 0.06 -0.39



# 3
91
Properties=species:S:1:pos:R:3:forces:R:3 method="wB97M-V/def2-TZVPD" smiles="C[N+](=O)[O-].C[N+](=O)[O-].C[N+](=O)[O-].C[N+](=O)[O-].C[N+](=O)[O-].C[N+](=O)[O-].C[N+](=O)[O-].C[N+](=O)[O-].C[N+](=O)[O-].C[N+](=O)[O-].C[N+](=O)[O-].CCOC(C)=O" e_tot_ha=-3003.05950 de_lowest_kj_mol=342.5
C 15.374 24.072 -0.876 -0.73 -1.38 -0.16
N 13.925 24.356 -0.532 -0.45 2.08 -1.11
O 13.556 24.080 0.590 0.12 -0.16 -0.54
O 13.243 24.970 -1.380 1.16 -1.40 1.43
H 16.031 24.689 -0.263 -0.27 0.01 -0.22
H 15.530 24.096 -1.955 -0.15 0.72 0.23
H 15.469 23.017 -0.622 0.32 0.11 0.38
C 7.722 23.126 -2.132 -0.15 -0.16 0.25
N 6.397 22.817 -2.770 -0.67 0.46 -2.08
O 5.733 21.858 -2.449 0.70 -0.26 1.01
O 6.034 23.558 -3.682 0.72 0.06 0.75
H 8.392 22.270 -2.200 -0.41 -0.16 0.01
H 7.482 23.329 -1.088 0.26 0.08 -0.08
H 8.186 23.965 -2.650 -0.43 -0.03 0.16
C 19.077 16.863 6.457 0.77 -0.02 -0.06
N 17.932 16.002 6.050 -0.01 0.83 -0.25
O 18.061 14.810 6.191 -0.24 -0.12 0.00
O 16.981 16.578 5.544 0.17 -0.43 0.27
H 19.756 16.257 7.056 -0.28 0.18 0.11
H 18.757 17.788 6.936 -0.26 -0.38 0.04
H 19.605 17.133 5.542 -0.17 -0.05 -0.09
C 12.801 16.847 -3.350 1.93 -1.03 -0.20
N 13.783 17.958 -3.011 -3.65 1.56 1.62
O 13.263 18.845 -2.312 1.25 -0.49 -0.78
O 14.920 17.895 -3.362 0.64 -0.06 -0.35
H 12.319 16.960 -4.321 0.35 0.37 0.10
H 12.068 16.618 -2.577 0.33 0.66 0.08
H 13.594 16.100 -3.375 -0.86 -0.99 -0.46
C 14.767 20.012 9.661 -0.42 1.26 -0.45
N 15.079 19.062 10.681 0.19 -3.78 1.11
O 14.345 19.002 11.652 0.21 0.66 -0.20
O 15.999 18.260 10.504 -0.37 1.15 -0.16
H 15.119 20.914 10.162 0.01 0.51 -0.85
H 13.683 20.063 9.565 0.15 0.00 0.10
H 15.227 19.756 8.706 0.25 0.19 0.42
C 11.994 13.360 8.379 1.05 -0.06 0.71
N 10.832 13.223 7.522 -1.62 -2.26 0.24
O 10.434 14.201 6.944 -0.16 0.04 -0.35
O 10.282 12.094 7.533 0.91 2.20 -0.34
H 12.632 14.160 8.005 -0.08 -0.23 -0.02
H 12.482 12.387 8.446 0.05 0.25 -0.16
H 11.641 13.616 9.378 -0.13 0.07 -0.10
C 6.046 16.016 -1.313 -1.36 0.72 2.43
N 5.835 15.480 -2.633 1.73 1.11 -1.60
O 5.198 14.452 -2.769 0.60 0.90 -0.34
O 6.355 16.213 -3.503 -1.25 -1.94 0.31
H 5.023 16.050 -0.938 0.02 0.00 0.47
H 6.405 17.045 -1.285 0.20 -0.35 -0.65
H 6.615 15.412 -0.606 0.06 -0.42 -0.62
C 17.779 26.097 5.612 0.98 0.00 0.34
N 17.674 24.730 5.051 -1.70 -0.14 0.38
O 18.546 24.374 4.317 1.15 -0.35 -0.59
O 16.650 24.104 5.262 0.12 0.05 0.31
H 18.835 26.210 5.855 -0.04 0.30 -0.35
H 17.236 26.233 6.547 -0.49 -0.21 -0.55
H 17.482 26.711 4.762 -0.02 0.35 0.48
C 11.151 12.840 0.622 0.88 -0.18 0.19
N 11.064 12.045 -0.644 -0.76 1.00 -1.75
O 11.991 11.309 -0.930 -0.54 0.25 0.54
O 10.115 12.293 -1.402 0.96 -0.44 1.21
H 11.975 12.358 1.146 -0.55 -0.04 0.53
H 10.190 12.938 1.127 0.19 -0.49 -0.13
H 11.513 13.847 0.415 -0.18 -0.07 -0.57
C 8.826 25.029 6.727 0.15 -0.24 -0.08
N 7.525 24.380 7.070 0.07 -0.14 1.32
O 7.475 23.151 7.026 -0.25 1.46 -0.21
O 6.652 25.139 7.470 0.19 -0.93 -0.56
H 9.616 24.366 7.076 -0.12 -0.05 -0.40
H 8.924 25.987 7.237 -0.41 -0.13 -0.19
H 8.792 25.140 5.643 0.37 0.03 0.11
C 11.811 19.919 4.071 -0.17 0.13 -0.58
N 10.630 19.848 3.132 -1.24 -0.22 -0.89
O 10.486 18.811 2.474 0.28 1.46 1.01
O 9.888 20.843 3.043 1.53 -1.75 0.35
H 11.994 18.981 4.594 -0.76 0.08 0.10
H 11.612 20.794 4.690 0.42 -0.28 -0.01
H 12.683 19.992 3.421 -0.07 0.58 -0.01
C 4.575 28.598 3.387 -0.53 0.70 1.78
C 4.771 27.750 2.187 0.08 0.26 0.22
O 4.820 26.335 2.512 -0.77 0.32 -0.42
C 3.653 25.672 2.672 -3.73 0.72 0.16
C 3.864 24.193 2.697 1.14 0.13 0.25
O 2.500 26.155 2.740 3.55 -0.35 -0.31
H 4.764 29.652 3.181 0.25 -0.02 -0.26
H 5.232 28.300 4.205 0.33 -0.01 -0.11
H 3.587 28.599 3.848 -0.25 -0.39 -0.40
H 4.014 28.013 1.449 0.03 -0.60 -0.19
H 5.765 28.026 1.832 -0.05 -0.59 -0.46
H 4.739 24.051 3.331 0.11 -0.42 -0.07
H 4.155 23.934 1.679 -0.04 -0.33 0.02
H 3.050 23.567 3.063 -0.12 0.56 -0.20